ORCA calculation (ωB97M-V/def2-TZVPD) on a single C6H9N molecule at a distorted geometry.

Properties
Relative energy (zero: lowest compared OMol25 entry of this formula, charge and spin), eV: 1.021
Charge: 0
DFT total energy, eV: -7857.1386
Frontier orbital gap, eV: 11.28
E_HOMO, eV: -10.399
SMILES: C[C@@H]1[C@H](C)[C@@H]1C#N
LUMO energy, eV: 0.9

```
16
Properties=species:S:1:pos:R:3:mulliken_charge:R:1
C -1.3942 -0.8802 -0.6463 -1.43
C -0.2760 0.0511 -1.0527 0.14
C 1.0194 0.1656 -0.3095 0.10
C 1.2852 -0.6694 0.9232 -1.42
C 0.0247 1.3165 -0.2664 -0.12
C -0.5826 1.5495 1.0224 0.07
N -0.9788 1.6793 2.1027 -0.50
H -2.3251 -0.5732 -1.1332 0.37
H -1.1778 -1.9113 -0.9449 0.33
H -1.5716 -0.8664 0.4323 0.32
H -0.1885 0.1908 -2.1287 0.37
H 1.9026 0.3747 -0.9098 0.36
H 0.3808 -0.8252 1.5176 0.30
H 1.6633 -1.6511 0.6202 0.35
H 2.0256 -0.1989 1.5785 0.37
H 0.2333 2.2189 -0.8341 0.39
```